Molecular formula: C4H12AlO2
Method: DFT, wB97M-V/def2-TZVPD

**Molecular weight**: 119.1 g/mol
**E**: -15012.80739 eV
**Energy above the lowest of the compared OMol25 structures with the same formula, charge and spin**: 4.2 kcal/mol
**HOMO (alpha / beta)**: -16.781 / -16.537 eV
**HOMO-LUMO gap (alpha / beta)**: 8.2696 / 2.3099 eV

Structure (ORCA input):
```
! wB97M-V def2-TZVPD RIJCOSX def2/J DEFGRID3
* xyz 2 2
Al -0.65705 0.28629 -0.05101
C -0.78087 -3.12296 -3.98525
C -1.53228 -2.14113 -3.11420
O -0.56947 -1.79965 -2.16285
H -0.09777 -2.53767 -4.60081
H -1.46282 -3.65378 -4.64955
H -0.19909 -3.80985 -3.37058
H -2.34764 -2.67160 -2.62239
H -1.90050 -1.29424 -3.69322
H 0.16508 -2.41765 -2.17406
C 1.77485 2.85068 3.75958
C 0.37800 2.81512 3.17245
O 0.23173 1.54408 2.45631
H 2.53058 2.97686 2.98430
H 2.12021 1.98090 4.31841
H 1.98620 3.75321 4.33303
H 0.10297 3.62871 2.50124
H -0.40680 2.75266 3.92631
H 0.66468 0.86001 2.97228
*
```

=====

Molecular formula: C4H12BN
Method: DFT, wB97M-V/def2-TZVPD

**Molecular weight**: 85.0 g/mol
**E**: -6503.67921 eV
**Energy above the lowest of the compared OMol25 structures with the same formula, charge and spin**: 144.7 kcal/mol
**HOMO (alpha / beta)**: -5.992 / -8.260 eV
**HOMO-LUMO gap (alpha / beta)**: 6.1646 / 8.5931 eV

Structure (ORCA input):
```
! wB97M-V def2-TZVPD RIJCOSX def2/J DEFGRID3
* xyz 0 1
B 1.71636 0.05601 -0.36594
C 2.26198 1.34359 -0.81944
C 1.56690 -1.09009 0.61368
C -2.27061 0.56104 0.56462
C -1.82849 -0.81133 0.13011
N -0.98320 -0.84753 -1.07275
H 1.58236 1.99822 -1.23623
H 2.83643 1.04368 -1.66669
H 2.73244 1.84199 -0.02012
H 2.00968 -0.93967 1.69568
H 1.78822 -1.99744 0.22095
H 0.45538 -1.23769 0.84826
H -2.81721 0.61777 1.40335
H -1.43151 1.20044 0.73738
H -2.77822 0.86285 -0.37189
H -1.23991 -1.39055 0.91164
H -2.67642 -1.40571 -0.11423
H -0.92416 0.19443 -1.45837
*
```

=====

Molecular formula: C4H12Br2N2Si
Method: DFT, wB97M-V/def2-TZVPD

**Molecular weight**: 276.0 g/mol
**E**: -155286.08828 eV
**Energy above the lowest of the compared OMol25 structures with the same formula, charge and spin**: 0.0 kcal/mol
**HOMO**: -7.650 eV
**HOMO-LUMO gap**: 8.0906 eV

Structure (ORCA input):
```
! wB97M-V def2-TZVPD RIJCOSX def2/J DEFGRID3
* xyz 0 1
C -0.20047 1.53857 2.48260
C 0.77656 -0.58556 2.06214
C 0.78413 0.30660 -2.50052
C -0.38622 -1.66230 -1.93901
N 0.54223 0.66237 1.58181
N -0.21623 -0.26881 -1.64443
Si -0.88513 0.50916 -0.31674
Br -2.56384 -0.48033 0.64951
Br -1.42139 2.56799 -0.84297
H 0.16879 1.48988 3.58732
H 0.03422 2.55505 2.25580
H -1.27390 1.25075 2.51248
H 0.13829 -1.07160 2.82964
H 0.97351 -1.40056 1.35916
H 1.84600 -0.45292 2.43388
H 0.95844 1.34028 -2.46352
H 1.71221 -0.33429 -2.39933
H 0.40664 0.18553 -3.53475
H 0.52802 -2.22402 -1.70968
H -1.25904 -2.13267 -1.46565
H -0.66285 -1.79313 -2.93774
*
```

=====

Molecular formula: C4H12ClI2NOPW
Method: DFT, wB97M-V/def2-TZVPD

**Molecular weight**: 594.2 g/mol
**E**: -47685.25908 eV
**HOMO (alpha / beta)**: -21.747 / -21.850 eV
**HOMO-LUMO gap (alpha / beta)**: 6.5019 / 5.7212 eV

Structure (ORCA input):
```
! wB97M-V def2-TZVPD RIJCOSX def2/J DEFGRID3
* xyz 3 3
I -3.10078 -0.60040 -1.94005
I 0.01916 3.18940 -0.61073
W -1.12572 0.59677 -0.50048
P 0.85315 -0.47081 0.27101
C 1.81412 -1.31124 -0.97926
C 2.00795 0.53585 1.23219
H -0.39380 -1.35953 2.16479
H 1.10972 -2.26132 1.81561
H -0.31119 -2.48964 0.83681
C 0.23733 -1.77481 1.40721
H 1.49591 1.08404 2.06682
H 2.79667 -0.14824 1.66187
H 2.67798 -1.82572 -0.50345
H 2.17795 -0.51211 -1.73195
H 2.49841 1.26979 0.58829
H 1.19650 -2.04933 -1.50197
C -0.59282 -0.55199 -2.11955
O -0.00944 -0.79898 -3.11637
Cl -1.23139 1.10200 1.84759
N -2.80516 1.92025 -0.22712
H -3.06397 2.09908 0.73708
H -3.61877 1.51094 -0.72443
H -2.63183 2.84601 -0.67390
*
```

=====

Question: Which formula does entry 1 have?
Answer: C4H12AlO2

=====

Question: The highest E belongs to which entry?
Answer: C4H12BN